Record 1
{
  "formula": "C29H25ClPRuSe",
  "method": "the ωB97M-V functional and the def2-TZVPD basis",
  "symbols": ["C", "C", "C", "H", "C", "C", "H", "H", "H", "H", "Ru", "Cl", "P", "C", "C", "H", "C", "H", "C", "H", "C", "H", "C", "H", "C", "C", "H", "C", "H", "C", "H", "C", "H", "C", "H", "C", "C", "H", "C", "H", "C", "H", "C", "H", "C", "H", "Se", "C", "C", "C", "C", "C", "C", "H", "H", "H", "H", "H"],
  "xyz": [[-0.933, -1.740, 2.688], [-0.796, -2.289, 1.371], [0.602, -2.484, 1.104], [-1.620, -2.527, 0.704], [1.342, -2.054, 2.254], [0.397, -1.593, 3.242], [0.633, -1.216, 4.232], [-1.865, -1.529, 3.196], [1.031, -2.894, 0.192], [2.422, -2.056, 2.363], [0.188, -0.206, 1.550], [2.049, 1.064, 1.360], [0.173, 0.046, -1.338], [1.396, -1.067, -2.025], [1.098, -1.807, -3.182], [0.091, -1.783, -3.597], [2.105, -2.550, -3.799], [1.868, -3.108, -4.706], [3.396, -2.560, -3.265], [4.183, -3.128, -3.765], [3.689, -1.848, -2.092], [4.697, -1.859, -1.674], [2.688, -1.115, -1.461], [2.895, -0.559, -0.545], [-1.454, -0.444, -1.919], [-1.860, -1.792, -1.828], [-1.174, -2.547, -1.436], [-3.131, -2.158, -2.261], [-3.444, -3.201, -2.187], [-3.992, -1.188, -2.795], [-4.982, -1.480, -3.151], [-3.594, 0.151, -2.873], [-4.257, 0.906, -3.297], [-2.337, 0.533, -2.407], [-2.018, 1.576, -2.442], [0.540, 1.698, -1.909], [1.079, 1.836, -3.200], [1.330, 0.943, -3.774], [1.270, 3.109, -3.726], [1.663, 3.210, -4.738], [0.956, 4.238, -2.959], [1.105, 5.232, -3.381], [0.459, 4.100, -1.656], [0.222, 4.985, -1.057], [0.259, 2.830, -1.121], [-0.107, 2.703, -0.101], [-1.487, 1.288, 1.975], [-1.041, 1.402, 3.853], [-1.937, 0.849, 4.784], [-1.546, 0.732, 6.115], [-0.293, 1.205, 6.525], [0.570, 1.811, 5.606], [0.190, 1.931, 4.273], [-2.903, 0.491, 4.433], [-2.223, 0.263, 6.829], [0.013, 1.099, 7.570], [1.545, 2.185, 5.919], [0.853, 2.369, 3.529]],
  "atomic_forces_ev_per_a": [[0.5, -1.9, 0.4], [0.1, -0.9, 0.8], [0.1, -0.6, 0.8], [0.2, 0.2, 0.2], [-0.6, -1.2, 0.3], [-0.3, -1.4, -0.1], [0.0, 0.0, -0.2], [0.2, 0.1, -0.1], [-0.1, 0.2, 0.2], [-0.3, 0.1, -0.1], [1.0, 2.2, -2.8], [2.0, 1.0, -0.1], [-0.1, -0.4, 2.5], [0.3, -0.3, -0.8], [0.5, 0.1, 0.2], [0.3, 0.0, 0.0], [0.0, 0.0, 0.1], [0.2, 0.1, 0.2], [0.0, 0.1, 0.1], [-0.2, 0.2, 0.2], [-0.2, -0.1, -0.2], [-0.3, 0.0, -0.1], [-0.3, 0.1, -0.3], [0.0, -0.1, -0.3], [-0.3, 0.0, -0.6], [-0.1, 0.4, -0.2], [-0.2, 0.3, -0.2], [0.0, 0.3, -0.1], [0.0, 0.3, -0.1], [0.1, 0.0, 0.0], [0.3, 0.1, 0.1], [0.0, -0.2, 0.2], [0.1, -0.3, 0.2], [0.1, -0.5, -0.1], [-0.1, -0.3, -0.1], [0.2, 0.5, -0.7], [-0.3, 0.4, 0.3], [-0.1, 0.3, 0.1], [0.1, 0.1, 0.1], [-0.1, 0.1, 0.3], [-0.1, -0.2, 0.1], [0.0, -0.2, 0.1], [0.1, 0.0, -0.3], [0.1, -0.3, -0.2], [0.0, -0.4, -0.3], [0.1, 0.0, -0.3], [-2.7, 2.6, 0.7], [-0.1, 0.0, 0.2], [0.5, 0.0, -0.2], [0.1, 0.1, 0.0], [0.1, 0.0, 0.1], [-0.3, 0.0, 0.1], [-0.3, -0.3, -0.2], [0.2, 0.0, 0.2], [0.2, 0.2, -0.1], [-0.1, 0.0, -0.4], [-0.3, -0.1, 0.0], [-0.1, -0.1, 0.2]],
  "orbital_gap_ha": [0.2212, 0.2497],
  "e_tot_ha": -4417.8433,
  "charge": 0,
  "fmax_ev_per_a": 3.85,
  "s_squared": 8.77,
  "spin_multiplicity": 6
}


Record 2
{
  "formula": "C29H25F3O3S",
  "method": "the ωB97M-V functional and the def2-TZVPD basis",
  "symbols": ["C", "C", "C", "C", "C", "C", "S", "C", "F", "F", "F", "O", "O", "C", "C", "H", "H", "H", "H", "H", "H", "H", "H", "C", "C", "C", "C", "C", "C", "C", "C", "C", "C", "O", "C", "C", "C", "C", "C", "C", "C", "C", "C", "C", "H", "H", "H", "H", "H", "H", "H", "H", "H", "H", "H", "H", "H", "H", "H", "H", "H"],
  "xyz": [[7.077, -0.193, -2.561], [5.667, -0.356, -2.076], [5.264, 0.133, -0.822], [3.955, -0.016, -0.387], [3.000, -0.702, -1.197], [1.682, -0.979, -0.742], [1.166, -2.635, -0.835], [0.937, -3.108, 0.993], [-0.242, -3.735, 1.186], [1.929, -3.920, 1.387], [0.960, -2.006, 1.805], [-0.163, -2.723, -1.402], [2.221, -3.483, -1.333], [3.432, -1.220, -2.445], [4.727, -1.032, -2.870], [7.177, -0.642, -3.555], [7.384, 0.859, -2.627], [7.779, -0.687, -1.879], [6.004, 0.605, -0.169], [3.640, 0.288, 0.617], [1.279, -0.423, 0.085], [2.729, -1.784, -3.053], [5.042, -1.448, -3.826], [0.593, 6.549, -0.691], [0.316, 5.087, -0.859], [0.508, 4.444, -2.096], [0.337, 3.079, -2.222], [-0.158, 2.302, -1.122], [-0.424, 0.919, -1.286], [-1.302, 0.141, -0.455], [-1.128, 0.007, 0.949], [-1.818, -0.954, 1.667], [-2.763, -1.744, 1.014], [-3.246, -2.908, 1.609], [-4.257, -2.765, 2.559], [-5.452, -3.436, 2.281], [-6.606, -2.996, 2.926], [-6.533, -1.988, 3.896], [-5.290, -1.480, 4.289], [-4.124, -1.882, 3.634], [-3.117, -1.490, -0.320], [-2.341, -0.626, -1.059], [-0.419, 2.986, 0.106], [-0.144, 4.337, 0.230], [0.875, 6.781, 0.343], [1.400, 6.877, -1.356], [-0.290, 7.158, -0.928], [0.805, 5.049, -2.955], [0.539, 2.576, -3.175], [-0.143, 0.466, -2.238], [-0.379, 0.603, 1.471], [-1.635, -1.120, 2.729], [-5.461, -4.201, 1.503], [-7.568, -3.438, 2.657], [-7.444, -1.612, 4.373], [-5.206, -0.753, 5.098], [-3.141, -1.501, 3.906], [-3.959, -2.028, -0.759], [-2.510, -0.508, -2.133], [-0.870, 2.445, 0.933], [-0.295, 4.832, 1.187]],
  "atomic_forces_ev_per_a": [[0.2, 0.0, 0.0], [-0.4, 0.0, 0.2], [0.0, 0.0, -0.2], [-0.6, -0.5, -0.5], [1.6, 0.1, -0.4], [-1.0, 0.2, 0.1], [-0.5, 0.8, -0.4], [-0.2, -0.1, 0.6], [0.8, 0.4, -0.1], [-0.5, 0.4, -0.2], [0.0, -0.9, -0.5], [0.4, -0.2, 0.5], [-0.6, 0.1, 0.4], [-0.3, 0.4, 0.5], [0.5, 0.1, 0.1], [0.1, 0.1, 0.2], [-0.1, -0.2, 0.0], [0.0, 0.0, -0.1], [-0.2, -0.1, -0.2], [0.2, 0.1, -0.4], [0.1, -0.2, 0.3], [0.2, 0.2, 0.1], [0.0, 0.1, 0.2], [0.1, 0.3, 0.0], [0.0, -0.4, -0.1], [0.1, 0.2, 0.2], [-0.3, -0.6, 0.4], [0.7, 1.1, 0.4], [0.3, -0.7, -0.7], [-0.8, -1.1, 1.0], [0.0, 0.3, -0.5], [-0.4, -0.1, 0.0], [0.1, -0.4, -0.1], [0.0, 0.3, 0.3], [-0.1, 0.3, -0.4], [0.1, 0.6, 0.1], [0.1, -0.1, 0.3], [0.0, -0.1, 0.1], [0.0, -0.2, 0.0], [-0.4, -0.2, -0.3], [0.1, -0.3, 0.5], [0.6, 0.7, 0.0], [0.0, -0.1, -0.7], [0.0, -0.3, -0.1], [0.0, -0.1, -0.2], [-0.1, -0.1, 0.1], [0.1, -0.2, 0.0], [0.0, -0.3, 0.2], [-0.1, 0.2, 0.4], [-0.5, 0.2, 0.0], [-0.1, -0.3, -0.2], [0.3, 0.0, -0.5], [-0.1, 0.4, 0.2], [0.3, 0.2, 0.1], [0.4, -0.2, -0.2], [-0.2, -0.2, -0.2], [-0.5, 0.0, -0.1], [0.4, 0.0, 0.1], [0.0, -0.1, 0.3], [0.2, 0.2, -0.2], [0.0, -0.1, -0.2]],
  "orbital_gap_ha": 0.1642,
  "e_tot_ha": -2043.4291,
  "de_lowest_kcal_mol": 13.8,
  "charge": 0,
  "fmax_ev_per_a": 1.67,
  "spin_multiplicity": 1
}